# 1
13
Properties=species:S:1:pos:R:3:forces:R:3 method="wB97M-V/def2-TZVPD" energy_ev=-10846.8805 relative_energy_kcal_mol=102.26 smiles="O=C1C=CC/C1=N/O"
O 0.259568 2.072339 0.176943 -1.21 -5.30 -1.53
C -0.247570 0.894054 -0.088137 3.82 4.87 3.00
C -1.593850 0.713577 -0.247296 -4.47 -1.32 -0.01
C -2.070902 -0.530272 -0.033507 1.65 1.96 -0.87
C -0.928898 -1.425985 0.082559 -1.23 -3.86 2.99
C 0.213969 -0.523110 0.111861 5.34 0.46 -1.98
N 1.437946 -0.982589 -0.056750 -1.70 0.34 0.70
O 2.474913 -0.056338 -0.005538 1.04 -1.72 -1.82
H -2.324186 1.433568 -0.132120 -0.87 2.24 -0.45
H -3.106104 -0.650706 0.120364 -0.89 -0.86 0.07
H -1.009180 -1.907110 1.182527 0.21 0.70 -2.20
H -0.975841 -2.313846 -0.600830 0.56 0.91 0.42
H 3.237347 -0.581376 -0.496807 -2.26 1.57 1.70

=====

# 2
10
Properties=species:S:1:pos:R:3:forces:R:3 method="wB97M-V/def2-TZVPD" energy_ev=-10680.0737 relative_energy_kcal_mol=193.32
H -2.618456 0.501295 0.453261 3.33 2.62 1.12
N -1.587937 1.058062 0.809029 -1.36 -5.37 -5.25
C -0.704723 0.407915 -0.007813 -1.94 1.45 2.28
C -0.649224 -0.520493 -1.311057 -0.26 0.02 -0.78
N 0.587277 -0.718819 -1.639109 -1.14 0.62 2.63
O 1.425977 -0.218790 -0.583595 -0.69 -0.27 0.52
N 0.658710 0.467035 0.519767 -1.87 -1.18 -0.99
O 0.444047 -0.222914 1.828772 -0.56 -1.93 -1.90
H -1.463923 -1.017104 -2.082422 1.94 1.83 2.48
H -0.360467 -0.919025 1.753154 2.55 2.22 -0.11

=====

# 3
15
Properties=species:S:1:pos:R:3:forces:R:3 method="wB97M-V/def2-TZVPD" energy_ev=-12905.4844 relative_energy_kcal_mol=11.58 smiles="CC(=O)NC(=O)O.O"
C -0.106535 -2.357813 -1.864904 -0.46 -0.19 1.06
C -1.120283 -1.657927 -1.007411 -0.60 0.60 -0.28
O -2.218630 -2.081468 -0.745554 0.21 -0.22 0.06
N -0.855507 -0.314797 -0.620339 0.52 -0.41 0.26
C 0.374814 0.267664 -0.372336 -0.14 -0.04 0.04
O 1.426956 -0.006268 -0.876981 0.14 0.10 -0.09
O 0.209482 1.223870 0.574341 -0.38 0.34 -0.12
H -0.170115 -3.431221 -1.665493 0.15 0.23 0.03
H -0.465687 -2.196128 -2.866935 0.23 0.17 -0.60
H 0.861640 -1.922174 -1.667264 0.30 -0.23 -0.44
H -1.606987 0.094173 -0.091233 -0.24 -0.05 0.10
H 0.876525 1.915510 0.480817 0.27 -0.27 -0.03
O 1.435131 3.763520 3.803345 -0.53 0.38 -0.20
H 2.130250 4.029816 4.414896 0.08 -0.58 -0.28
H 1.591261 2.899737 3.406816 0.45 0.18 0.49

=====

# 4
49
Properties=species:S:1:pos:R:3:forces:R:3 method="wB97M-V/def2-TZVPD" energy_ev=-72687.0966 relative_energy_kcal_mol=1.10 multiplicity=5 charge=-1
Ru 3.191881 -1.055167 -0.616639 -0.07 0.04 -0.09
O 2.215171 2.689154 0.805213 0.00 -0.01 0.00
C 2.463633 1.493690 0.941718 0.00 -0.01 0.00
O 3.321140 0.844783 0.232041 -0.03 -0.03 0.05
C 1.716769 0.737088 2.021442 0.01 -0.01 -0.01
C 1.237808 1.478432 3.079782 0.02 -0.01 -0.04
C 0.388282 0.922993 4.030238 -0.01 0.02 0.04
C -0.036438 -0.393645 3.915502 -0.02 -0.05 0.01
C 0.462747 -1.131855 2.879992 0.00 0.05 -0.02
C 1.369878 -0.646783 1.889313 0.01 0.06 0.03
O 1.721551 -1.417266 0.941716 0.01 -0.05 -0.02
N -0.024192 -2.507476 2.722073 0.00 0.01 0.00
O -1.199395 -2.642772 2.409562 0.01 0.00 -0.01
O 0.749004 -3.414481 2.914010 0.00 -0.02 0.01
N -0.116429 1.732589 5.117945 0.01 0.00 -0.01
O 0.249471 2.894021 5.195079 0.00 0.00 0.00
O -0.895533 1.217288 5.908125 0.00 0.00 0.00
H 1.497636 2.525964 3.131953 0.00 0.00 0.01
H -0.740809 -0.812990 4.619425 0.00 0.00 0.00
S 2.335024 -3.861724 -2.473284 -0.04 0.06 -0.03
C 1.629077 -2.422465 -3.167190 -0.02 -0.06 0.01
S 2.290102 -0.861195 -2.994593 0.02 0.00 0.04
C 0.431120 -2.612911 -3.866130 0.00 0.03 0.00
C -0.123918 -3.897413 -4.129151 0.00 -0.04 0.00
N -0.601436 -4.921976 -4.356839 0.01 0.01 0.00
C -0.351352 -1.505699 -4.278488 0.03 0.04 0.04
N -1.034863 -0.618591 -4.568961 -0.01 -0.02 -0.02
C -2.070124 -0.264100 -1.406007 0.00 -0.02 -0.01
C -0.672535 -0.492102 -0.791933 0.02 0.00 0.01
N -0.108564 0.778185 -0.352273 -0.02 -0.02 -0.02
C 0.165146 1.646760 -1.489487 -0.01 0.00 0.00
C -1.119232 1.828153 -2.328958 0.01 0.00 0.01
N -2.250783 1.226101 -1.534244 -0.01 0.02 0.01
C -2.311693 1.850404 -0.171468 -0.01 -0.02 0.00
C -1.012042 1.441994 0.568564 0.01 0.03 0.01
H -2.880605 -0.621102 -0.770354 0.01 0.00 0.01
H -2.164151 -0.685165 -2.404818 0.00 0.01 0.00
H 0.001304 -0.926657 -1.527605 0.01 -0.01 0.00
H -0.734455 -1.175692 0.053870 -0.01 0.00 0.01
H 0.934375 1.190153 -2.107579 0.01 0.00 0.01
H 0.547259 2.592692 -1.106590 0.00 0.00 0.00
H -1.083823 1.287545 -3.273768 0.00 0.00 0.00
H -1.377641 2.872711 -2.503191 0.00 0.00 0.00
H -3.120075 1.403273 -2.028346 0.00 -0.01 -0.01
H -3.213664 1.482616 0.316427 0.00 0.01 0.00
H -2.396242 2.926891 -0.316762 0.00 0.00 -0.01
H -1.235441 0.764383 1.394020 0.00 -0.01 -0.01
H -0.512532 2.321319 0.975777 0.01 0.00 0.00
Te 4.469588 -3.259937 -1.499106 0.05 -0.01 0.03

=====

# 5
12
Properties=species:S:1:pos:R:3:forces:R:3 method="wB97M-V/def2-TZVPD" energy_ev=-9242.1541 relative_energy_kcal_mol=119.07 smiles="CNC(=O)NO"
C 0.062984 -0.237233 1.489506 2.66 -1.38 -0.87
N 0.405235 1.009038 0.633633 -0.14 -5.13 -5.71
C -0.034846 0.807311 -0.711424 -3.22 0.54 -1.96
O -0.284673 1.614758 -1.651768 1.87 -0.58 3.42
N -0.740918 -0.513263 -1.115402 2.75 1.56 -1.69
O 0.262875 -1.610630 -0.975301 -5.57 -1.31 0.40
H 0.898762 -0.501075 2.267782 -1.76 0.74 -1.57
H -0.771140 0.200714 1.824584 -3.29 0.43 2.97
H -0.311883 -1.224458 0.882944 1.62 3.02 1.36
H 0.377665 1.969302 0.776708 -0.01 1.73 1.52
H -0.932130 -0.221678 -2.226690 1.00 -1.49 3.54
H 1.068069 -1.292787 -1.194571 4.09 1.88 -1.40

=====

# 6
24
Properties=species:S:1:pos:R:3:forces:R:3 method="wB97M-V/def2-TZVPD" energy_ev=-10934.9967 relative_energy_kcal_mol=21.06
H -0.485358 -3.065605 1.298769 -0.61 0.22 -0.30
N -0.254270 -2.077891 1.382703 0.42 0.16 -0.14
C -0.025678 -1.497473 0.269875 2.46 -0.98 0.42
C -0.088139 -2.163154 -1.076567 -0.55 -0.05 -0.08
C 0.848312 -0.172907 0.350103 -1.40 -0.52 0.32
N 1.317431 0.072513 1.699560 0.34 0.15 -0.10
C -0.125648 0.918119 -0.134284 -1.76 -0.40 0.47
C 0.061156 1.252466 -1.609581 -0.17 -0.20 0.30
C -0.059236 2.188630 0.706889 0.03 -0.16 -0.24
N -1.493644 0.194388 0.037714 0.69 1.43 -0.56
H -0.790159 -1.628508 -1.714840 0.05 0.00 -0.05
H 0.883144 -2.165883 -1.566846 0.14 0.03 0.03
H -0.446835 -3.189898 -0.993398 0.05 -0.02 0.06
H 1.695713 -0.242396 -0.337039 0.00 -0.14 0.12
H 0.597122 -0.232834 2.352793 0.19 -0.08 -0.11
H 2.122559 -0.513842 1.888483 -0.12 -0.02 0.03
H -0.721579 1.935051 -1.936746 -0.01 0.11 -0.08
H 1.030419 1.725544 -1.758143 0.04 0.07 -0.02
H 0.013723 0.361210 -2.227502 0.02 -0.10 -0.10
H 0.947684 2.597991 0.673441 0.07 0.12 0.04
H -0.289788 1.980280 1.747771 -0.03 0.06 0.04
H -0.759923 2.925762 0.315349 -0.06 0.05 0.00
H -2.257594 0.708695 -0.390566 0.12 0.19 -0.01
H -1.719411 0.089745 1.022059 0.10 0.09 -0.02

=====

# 7
15
Properties=species:S:1:pos:R:3:forces:R:3 method="wB97M-V/def2-TZVPD" energy_ev=-21133.9100 relative_energy_kcal_mol=69.59 charge=-1
C -1.052229 0.609707 -0.314999 1.14 5.16 -0.83
C -1.474168 -1.651759 0.302023 -2.05 -0.87 -2.62
C -0.602908 -0.581647 -0.201327 0.91 -2.27 0.27
N 2.196527 1.110460 -0.031805 0.28 -3.51 0.41
N 2.599511 -0.130301 0.089654 -1.85 2.37 -0.70
O -0.227437 1.730063 -0.513871 -2.70 -1.29 -0.28
O -2.339271 1.012276 -0.245810 -0.79 2.59 1.16
S 4.141946 -0.581893 0.275056 1.08 0.08 0.30
H -2.537565 -1.347758 0.584221 1.44 -0.29 -0.62
H -1.481415 -2.453652 -0.530624 -0.41 0.66 1.60
H -0.994309 -1.997198 1.148629 0.73 -1.42 1.88
H 0.463792 -0.832775 -0.328538 -0.65 0.48 0.09
H 2.942913 1.761563 0.103606 1.28 0.68 0.03
H 0.666378 1.346452 -0.394321 1.56 0.50 0.30
H -2.301772 2.006459 0.058099 0.06 -2.87 -0.98

=====

# 8
53
Properties=species:S:1:pos:R:3:forces:R:3 method="wB97M-V/def2-TZVPD" energy_ev=-49253.0494 relative_energy_kcal_mol=13.37 multiplicity=2 charge=+2
Ir 1.279160 0.698145 0.100241 0.00 -0.02 0.05
C -1.985156 -3.507510 -1.709992 0.03 0.01 0.04
N -0.818904 -2.870785 -1.091760 -0.01 -0.03 -0.05
C 0.263020 -3.530807 -0.585223 0.01 0.00 -0.02
C 1.126803 -2.576631 -0.132472 0.05 0.02 -0.02
N 0.575993 -1.345972 -0.350422 -0.16 -0.03 0.05
C -0.599691 -1.548446 -0.942311 0.02 0.14 0.03
P -1.652998 -0.230149 -1.636200 0.02 0.04 -0.01
C -0.290936 0.640192 -2.482850 -0.02 -0.04 0.01
N 0.864157 0.988883 -1.909415 -0.15 0.07 -0.02
C 1.647508 1.553230 -2.881754 0.04 -0.03 -0.02
C 0.951974 1.542367 -4.051274 -0.02 -0.01 -0.01
N -0.260756 0.967997 -3.786361 0.01 -0.01 -0.02
C -1.320808 0.741346 -4.772988 0.02 0.02 0.01
C -1.666256 0.870579 -0.187045 0.10 -0.15 0.02
N -0.575779 1.278595 0.467612 -0.01 0.07 0.05
C -0.965307 2.084558 1.504051 -0.07 -0.03 -0.05
C -2.324702 2.157433 1.469960 0.01 0.03 0.02
N -2.746514 1.398371 0.414708 -0.02 -0.02 -0.06
C -4.144495 1.208646 0.013311 0.03 0.01 0.02
H -1.858901 -4.583345 -1.639930 -0.01 0.00 -0.01
H -2.056390 -3.226053 -2.757884 -0.01 -0.01 0.00
H -2.891441 -3.223370 -1.181120 -0.01 0.00 -0.01
H 0.332251 -4.604843 -0.595371 0.01 0.00 0.01
H 2.098623 -2.701477 0.307531 0.01 -0.01 0.03
H 2.643267 1.915628 -2.698560 -0.01 0.02 0.05
H 1.217014 1.891946 -5.033933 0.00 0.00 0.00
H -1.009226 1.188383 -5.711794 0.00 0.00 0.00
H -2.243005 1.214604 -4.445635 -0.01 -0.01 0.00
H -1.475120 -0.324808 -4.920709 -0.01 0.00 0.00
H -0.255105 2.551153 2.166479 -0.03 -0.01 0.00
H -3.015221 2.689933 2.100813 0.01 0.00 0.00
H -4.767827 1.798171 0.678298 -0.01 0.00 0.00
H -4.420327 0.160826 0.102452 -0.01 0.00 -0.01
H -4.288700 1.552697 -1.007652 -0.01 -0.01 0.00
C 0.469375 -1.017734 3.056388 -0.07 -0.05 -0.02
C 1.888465 -0.487847 2.968272 -0.20 0.34 0.03
C 2.946019 -1.574996 2.990066 0.06 -0.05 0.06
C 2.160071 0.530077 4.074293 -0.05 0.00 0.05
O 2.063182 0.257509 1.722757 0.40 -0.31 -0.27
H 0.319524 -1.477877 4.032628 0.00 -0.01 0.00
H 0.262322 -1.771564 2.296185 0.04 0.01 0.00
H -0.251396 -0.203690 2.958182 0.00 0.00 0.03
H 2.907484 -2.078917 3.956331 0.01 0.01 0.00
H 3.939470 -1.145385 2.870403 0.00 0.01 0.00
H 2.791677 -2.330329 2.223261 -0.06 0.01 -0.03
H 2.002014 0.052958 5.041875 0.03 -0.03 -0.02
H 1.484053 1.380287 3.997137 -0.02 -0.02 0.01
H 3.185029 0.893507 4.028687 0.00 0.01 -0.03
I 2.310992 3.631061 1.888951 0.13 0.05 -0.05
C 1.961722 2.631430 0.040228 -0.15 0.05 0.35
H 1.273361 3.292886 -0.479414 0.05 -0.08 -0.17
H 2.920432 2.599133 -0.479027 0.04 0.06 0.01